{"formula": "C19H32F2InO10", "method": "ωB97M-V with the def2-TZVPD basis set", "elements": ["C", "C", "C", "F", "In", "F", "C", "C", "C", "C", "O", "C", "C", "O", "O", "C", "C", "O", "H", "H", "H", "H", "H", "H", "H", "H", "H", "H", "H", "H", "H", "H", "H", "H", "H", "H", "H", "H", "C", "C", "C", "O", "C", "O", "O", "H", "H", "H", "H", "H", "H", "C", "C", "C", "O", "C", "O", "O", "H", "H", "H", "H", "H", "H"], "positions_angstrom": [[-1.307, -6.049, -0.776], [-1.290, -4.709, 0.003], [-1.108, -3.494, -0.896], [-2.305, -3.294, -1.625], [-0.414, -1.745, 0.288], [-0.174, -2.300, 2.267], [1.476, -0.989, -0.571], [2.607, -2.039, -0.471], [3.524, -1.788, 0.723], [2.972, -2.425, 2.013], [2.083, -3.484, 1.705], [-1.934, -0.059, 0.397], [-1.346, 0.922, 1.274], [-0.444, 1.686, 0.992], [-1.885, 0.968, 2.586], [-1.193, 0.293, 3.569], [0.294, 0.431, 3.647], [-1.819, -0.321, 4.379], [-0.918, -5.900, -1.783], [-0.665, -6.782, -0.285], [-2.311, -6.465, -0.825], [-2.257, -4.580, 0.494], [-0.511, -4.723, 0.764], [-0.301, -3.733, -1.595], [1.769, -0.027, -0.148], [1.267, -0.826, -1.628], [2.188, -3.040, -0.440], [3.206, -1.996, -1.389], [4.524, -2.177, 0.514], [3.643, -0.711, 0.851], [2.470, -1.666, 2.616], [3.793, -2.826, 2.618], [1.318, -3.411, 2.295], [-2.123, 0.357, -0.588], [-2.870, -0.425, 0.816], [0.695, -0.518, 3.988], [0.507, 1.178, 4.415], [0.764, 0.747, 2.723], [-2.097, 3.769, 3.060], [-2.679, 5.148, 3.224], [-2.164, 6.188, 2.258], [-2.340, 7.407, 3.001], [-2.280, 7.091, 4.318], [-2.216, 7.889, 5.197], [-2.302, 5.752, 4.485], [-1.010, 3.808, 2.996], [-2.354, 3.146, 3.913], [-2.479, 3.304, 2.158], [-3.772, 5.106, 3.200], [-2.719, 6.231, 1.325], [-1.100, 6.064, 2.045], [1.933, 1.977, -5.723], [1.847, 0.475, -5.804], [0.627, -0.074, -6.510], [0.476, -1.356, -5.894], [1.010, -1.275, -4.642], [0.892, -2.095, -3.799], [1.691, -0.107, -4.503], [0.994, 2.401, -5.363], [2.714, 2.275, -5.024], [2.159, 2.399, -6.702], [2.762, 0.065, -6.242], [0.756, -0.183, -7.585], [-0.270, 0.516, -6.307]], "forces_ev_per_a": [[0.2, 0.2, 0.4], [-0.5, -0.2, -0.7], [0.5, -0.1, 1.2], [0.0, 0.0, -0.2], [0.3, 0.2, -0.7], [-0.2, 0.1, 0.1], [-0.2, -0.5, 0.3], [0.0, 0.9, -0.6], [0.0, -0.6, 0.0], [0.0, 0.1, 0.0], [0.3, -0.4, 0.4], [-0.9, 0.1, 0.8], [0.8, 0.7, -0.7], [-0.4, 0.1, 0.2], [0.3, -0.8, -0.1], [-0.2, -0.2, 0.1], [0.3, 0.1, 0.0], [-0.3, 0.1, 0.3], [-0.1, -0.1, -0.1], [0.0, -0.1, 0.0], [0.0, -0.1, -0.2], [0.1, 0.0, 0.3], [0.0, 0.1, 0.1], [-0.2, 0.2, -0.4], [0.1, 0.0, 0.0], [-0.2, 0.1, 0.0], [0.2, -0.1, 0.1], [0.1, 0.1, 0.0], [0.0, -0.2, 0.0], [0.0, 0.0, 0.1], [-0.2, 0.0, 0.0], [0.1, 0.1, 0.0], [-0.2, 0.3, -0.2], [0.4, -0.1, -0.2], [0.1, -0.2, 0.0], [0.0, -0.1, -0.1], [0.0, 0.1, 0.0], [0.0, 0.0, -0.1], [0.2, 0.4, 0.4], [0.2, -0.3, -0.1], [-0.1, 0.1, -0.1], [0.0, 0.0, -0.1], [0.0, -0.1, 0.0], [0.0, 0.1, 0.0], [-0.1, 0.1, -0.1], [0.0, 0.0, -0.1], [-0.1, -0.1, -0.1], [0.0, 0.0, -0.1], [0.0, 0.1, 0.0], [-0.1, 0.1, 0.0], [0.0, -0.1, 0.0], [-0.1, 0.1, 0.2], [0.0, 0.3, 0.0], [0.0, -0.1, -0.1], [0.0, 0.1, 0.0], [0.0, 0.1, 0.1], [0.0, -0.2, -0.1], [0.0, -0.1, -0.1], [0.0, 0.0, 0.0], [0.1, 0.0, -0.1], [0.0, 0.0, 0.0], [0.0, 0.0, 0.0], [0.0, -0.2, 0.0], [0.1, 0.1, 0.0]], "lowdin_charge": [-0.106, -0.274, -0.372, -0.124, 0.948, -0.427, -0.237, -0.305, -0.190, -0.256, -0.119, -0.118, -0.585, 0.051, 0.018, -0.517, 0.015, 0.121, 0.064, 0.057, 0.058, 0.101, 0.085, 0.072, 0.028, 0.007, 0.079, 0.094, 0.095, 0.099, 0.098, 0.102, 0.050, 0.063, 0.061, 0.080, 0.095, 0.073, -0.017, -0.314, -0.092, 0.053, -0.576, 0.151, 0.087, 0.098, 0.094, 0.088, 0.158, 0.136, 0.139, -0.024, -0.339, -0.103, 0.060, -0.544, 0.187, 0.083, 0.089, 0.089, 0.086, 0.157, 0.135, 0.138], "charge": -1, "e_tot_ev": -51308.1403, "homo_lumo_gap_ev": 7.00, "lumo_ha": 0.079}

=====

{"formula": "C19H32N4O4", "method": "ωB97M-V with the def2-TZVPD basis set", "elements": ["C", "C", "C", "C", "C", "C", "C", "C", "N", "N", "C", "N", "N", "C", "C", "H", "H", "H", "H", "H", "H", "H", "H", "H", "H", "H", "H", "C", "O", "C", "C", "O", "C", "H", "H", "H", "H", "H", "H", "H", "H", "H", "H", "C", "O", "C", "C", "O", "C", "H", "H", "H", "H", "H", "H", "H", "H", "H", "H"], "positions_angstrom": [[-6.193, 1.838, 0.922], [-4.908, 1.671, 1.415], [-4.497, 0.441, 1.912], [-5.361, -0.650, 1.919], [-4.905, -2.001, 2.408], [-4.865, -3.035, 1.257], [-3.581, -2.878, 0.419], [-3.822, -2.555, -1.030], [-4.849, -3.142, -1.649], [-5.060, -2.837, -2.906], [-4.229, -1.964, -3.463], [-3.181, -1.402, -2.871], [-2.970, -1.706, -1.614], [-6.658, -0.465, 1.438], [-7.073, 0.762, 0.945], [-6.524, 2.786, 0.519], [-4.220, 2.508, 1.403], [-3.484, 0.343, 2.287], [-3.903, -1.910, 2.832], [-5.566, -2.376, 3.193], [-5.745, -2.886, 0.636], [-4.900, -4.028, 1.705], [-2.982, -3.792, 0.445], [-2.970, -2.069, 0.822], [-4.416, -1.694, -4.496], [-7.358, -1.295, 1.448], [-8.085, 0.860, 0.570], [0.020, -1.110, -0.902], [1.090, -0.739, -0.046], [2.133, -1.697, 0.008], [3.309, -1.300, -0.855], [2.978, -1.296, -2.235], [2.733, -0.001, -2.748], [-0.620, -0.241, -1.033], [0.386, -1.435, -1.879], [-0.569, -1.912, -0.451], [1.765, -2.684, -0.290], [2.467, -1.760, 1.049], [4.115, -2.028, -0.715], [3.687, -0.320, -0.549], [3.667, 0.566, -2.834], [2.031, 0.555, -2.121], [2.304, -0.119, -3.742], [4.417, 2.339, 0.526], [5.616, 1.705, 0.119], [6.385, 2.472, -0.792], [7.542, 3.167, -0.110], [7.100, 4.148, 0.813], [7.145, 3.721, 2.161], [4.014, 1.769, 1.362], [4.592, 3.369, 0.845], [3.684, 2.332, -0.289], [5.754, 3.208, -1.301], [6.781, 1.786, -1.547], [8.143, 3.678, -0.868], [8.178, 2.429, 0.389], [8.179, 3.667, 2.518], [6.669, 2.746, 2.292], [6.611, 4.460, 2.755]], "forces_ev_per_a": [[-0.1, -0.1, 0.0], [-0.1, 0.2, -0.1], [0.0, 0.1, -0.1], [0.0, 0.1, 0.1], [0.0, -0.2, -0.3], [0.3, 0.3, 0.5], [-0.2, 0.1, -0.3], [0.0, 0.0, 0.2], [0.0, 0.0, -0.1], [0.0, 0.0, 0.1], [0.0, 0.0, -0.1], [0.0, 0.0, 0.1], [-0.2, 0.0, -0.2], [0.0, -0.1, 0.0], [0.0, -0.1, 0.0], [0.1, 0.0, 0.0], [0.0, 0.0, 0.0], [0.0, -0.1, 0.0], [-0.1, 0.0, 0.1], [0.0, 0.1, 0.0], [0.0, -0.3, 0.0], [-0.1, -0.1, -0.2], [0.0, 0.0, 0.1], [0.1, -0.1, -0.1], [0.0, 0.0, 0.1], [0.0, 0.0, 0.0], [0.1, 0.1, 0.0], [0.2, 0.0, 0.1], [0.0, 0.0, -0.1], [0.0, 0.1, 0.1], [0.1, -0.1, -0.1], [-0.1, 0.1, 0.0], [0.0, 0.0, 0.0], [0.0, 0.0, 0.1], [0.0, 0.0, 0.0], [0.0, 0.0, 0.0], [0.0, 0.0, 0.0], [0.0, 0.0, 0.0], [0.0, 0.0, 0.0], [0.0, 0.0, 0.0], [0.0, 0.0, 0.0], [0.0, 0.0, 0.0], [0.0, 0.0, 0.0], [0.0, -0.1, 0.0], [0.0, 0.0, 0.1], [0.0, -0.2, 0.0], [0.0, 0.2, 0.0], [0.0, -0.1, 0.0], [0.0, 0.0, 0.0], [0.0, 0.0, 0.0], [0.0, 0.0, 0.0], [0.0, 0.1, 0.0], [0.0, 0.0, 0.0], [0.0, 0.0, 0.0], [0.0, 0.0, 0.0], [0.0, 0.0, 0.0], [0.0, 0.0, 0.0], [0.0, 0.0, 0.0], [0.0, 0.0, 0.0]], "lowdin_charge": [-0.095, -0.086, -0.047, -0.239, -0.157, -0.175, -0.121, -0.312, 0.102, 0.059, -0.189, 0.063, 0.101, -0.050, -0.086, 0.100, 0.102, 0.111, 0.108, 0.116, 0.090, 0.109, 0.123, 0.103, 0.103, 0.115, 0.102, -0.123, -0.192, -0.208, -0.197, -0.186, -0.110, 0.082, 0.086, 0.064, 0.125, 0.124, 0.127, 0.107, 0.085, 0.082, 0.089, -0.111, -0.201, -0.208, -0.207, -0.190, -0.112, 0.091, 0.085, 0.084, 0.127, 0.126, 0.125, 0.126, 0.088, 0.083, 0.089], "charge": 0, "e_tot_ev": -34367.8100, "smiles": "c1ccc(CCCc2nncnn2)cc1.COCCOC.COCCOC", "homo_lumo_gap_ev": 8.34, "relative_energy_kj_mol": 710.2, "lumo_ha": -0.026}

=====

{"formula": "C19H32N4O4", "method": "ωB97M-V with the def2-TZVPD basis set", "elements": ["C", "C", "C", "C", "C", "N", "C", "C", "O", "C", "O", "N", "C", "H", "H", "H", "H", "H", "H", "H", "H", "H", "H", "H", "H", "H", "H", "H", "H", "H", "H", "C", "C", "O", "C", "O", "N", "C", "C", "C", "C", "C", "N", "C", "C", "H", "H", "H", "H", "H", "H", "H", "H", "H", "H", "H", "H", "H", "H"], "positions_angstrom": [[2.215, 1.224, -2.075], [0.812, 0.792, -2.510], [0.169, -0.296, -1.620], [0.888, -1.650, -1.786], [-1.353, -0.471, -1.885], [-1.599, -0.925, -3.274], [-1.711, -0.163, -4.364], [-1.809, -0.903, -5.677], [-1.750, 1.058, -4.352], [-2.221, 0.697, -1.335], [-1.774, 1.435, -0.466], [-3.494, 0.899, -1.702], [-4.375, 0.075, -2.529], [2.597, 1.963, -2.779], [2.159, 1.680, -1.089], [2.897, 0.375, -2.056], [0.872, 0.435, -3.539], [0.180, 1.681, -2.496], [0.295, -0.001, -0.577], [1.907, -1.575, -1.407], [0.373, -2.419, -1.208], [0.920, -1.940, -2.836], [-1.661, -1.306, -1.258], [-1.576, -1.918, -3.428], [-1.933, -0.180, -6.482], [-2.665, -1.573, -5.653], [-0.894, -1.470, -5.840], [-3.894, 1.733, -1.303], [-5.412, 0.244, -2.236], [-4.263, 0.358, -3.577], [-4.145, -0.983, -2.404], [4.705, 0.870, 2.320], [3.765, 0.612, 1.148], [2.422, 0.450, 1.628], [1.679, 1.580, 1.804], [2.019, 2.707, 1.453], [0.436, 1.439, 2.417], [-0.508, 2.556, 2.458], [0.117, 0.265, 3.109], [-0.880, -0.593, 2.631], [-1.178, -1.778, 3.318], [-0.491, -2.101, 4.490], [-0.790, -3.264, 5.175], [0.498, -1.246, 4.974], [0.805, -0.068, 4.284], [4.638, 0.054, 3.046], [5.737, 0.939, 1.964], [4.446, 1.809, 2.818], [4.069, -0.306, 0.638], [3.851, 1.427, 0.421], [-0.150, 3.331, 3.142], [-1.495, 2.226, 2.796], [-0.626, 2.993, 1.460], [-1.409, -0.334, 1.719], [-1.943, -2.443, 2.936], [-0.436, -3.355, 6.125], [-1.656, -3.743, 4.937], [1.040, -1.495, 5.880], [1.581, 0.594, 4.656]], "forces_ev_per_a": [[-0.5, -0.2, -0.1], [-0.1, 0.0, 0.3], [0.2, 0.2, -0.2], [-0.3, 0.5, 0.1], [0.2, 0.1, -0.3], [-0.1, -0.4, 1.4], [-0.1, 1.4, -1.1], [0.0, 0.0, 0.1], [0.0, -0.1, 0.4], [0.6, 0.6, 0.2], [0.7, -0.3, -0.1], [-1.1, -0.7, -0.7], [0.4, 0.3, -0.1], [0.1, 0.0, 0.1], [0.2, 0.1, 0.1], [0.2, 0.0, 0.1], [-0.2, 0.0, -0.1], [-0.1, -0.1, -0.1], [-0.2, 0.1, 0.1], [0.0, -0.1, -0.1], [0.0, -0.2, 0.0], [0.1, -0.1, 0.0], [-0.1, -0.3, 0.1], [0.0, 0.0, 0.1], [0.0, -0.1, 0.1], [0.0, -0.2, -0.1], [0.0, -0.2, -0.1], [0.1, -0.1, 0.1], [0.1, 0.0, 0.1], [-0.1, -0.2, -0.1], [-0.1, 0.1, 0.0], [-0.1, 0.0, 0.0], [0.7, 0.5, 0.2], [-1.0, 0.2, 0.1], [-0.8, 2.1, 0.1], [0.4, -1.2, -0.1], [1.2, -0.5, -0.8], [0.3, 0.5, -0.3], [-0.2, -1.2, 0.6], [0.2, -0.5, 0.6], [0.2, 0.8, -0.4], [-0.2, 0.0, 0.2], [-0.1, -0.5, 0.2], [0.2, 0.7, -0.5], [-0.5, -0.6, -0.1], [0.0, 0.1, -0.1], [-0.1, 0.0, 0.0], [0.0, -0.1, -0.1], [-0.5, 0.0, 0.1], [-0.4, -0.1, 0.2], [0.0, 0.0, -0.1], [0.4, -0.3, -0.1], [0.1, -0.1, 0.2], [0.1, 0.0, 0.1], [0.0, 0.0, 0.0], [-0.4, 0.0, -0.6], [0.5, 0.3, 0.4], [0.0, 0.0, 0.0], [-0.1, 0.0, -0.1]], "lowdin_charge": [-0.081, -0.208, -0.310, -0.054, -0.157, 0.105, -0.581, 0.006, 0.055, -0.440, 0.043, 0.039, -0.065, 0.077, 0.057, 0.066, 0.105, 0.112, 0.125, 0.071, 0.077, 0.075, 0.147, 0.142, 0.087, 0.080, 0.082, 0.144, 0.085, 0.074, 0.081, -0.066, -0.231, -0.005, -0.495, 0.068, -0.043, -0.020, -0.263, 0.000, -0.033, -0.349, 0.080, -0.033, 0.001, 0.078, 0.078, 0.079, 0.121, 0.108, 0.089, 0.095, 0.084, 0.106, 0.102, 0.094, 0.094, 0.105, 0.120], "charge": 0, "e_tot_ev": -34374.1412, "smiles": "CC[C@H](C)[C@H](NC(C)=O)C(=O)NC.CCOC(=O)N(C)c1ccc(N)cc1", "homo_lumo_gap_ev": 8.14, "relative_energy_kj_mol": 99.4, "lumo_ha": 0.016}

=====

{"formula": "C19H32N4O4", "method": "ωB97M-V with the def2-TZVPD basis set", "elements": ["C", "C", "N", "C", "C", "C", "O", "C", "N", "C", "N", "C", "C", "O", "N", "C", "C", "C", "C", "C", "C", "O", "O", "C", "C", "C", "C", "H", "H", "H", "H", "H", "H", "H", "H", "H", "H", "H", "H", "H", "H", "H", "H", "H", "H", "H", "H", "H", "H", "H", "H", "H", "H", "H", "H", "H", "H", "H", "H"], "positions_angstrom": [[6.820, 1.799, -0.363], [5.535, 1.463, -1.116], [4.537, 0.850, -0.257], [3.735, 1.727, 0.570], [2.783, 2.607, -0.235], [4.528, -0.493, -0.185], [5.347, -1.199, -0.756], [3.504, -1.154, 0.669], [3.906, -2.018, 1.649], [2.793, -2.581, 2.176], [1.715, -2.147, 1.596], [2.126, -1.262, 0.637], [1.155, -0.640, -0.280], [1.466, 0.021, -1.257], [-0.120, -0.911, 0.065], [-1.247, -0.384, -0.653], [-1.950, -1.450, -1.515], [-2.270, -2.759, -0.786], [-2.761, -3.791, -1.801], [-3.317, -2.567, 0.307], [-2.179, 0.336, 0.320], [-1.931, 0.465, 1.493], [-3.235, 0.816, -0.317], [-4.243, 1.609, 0.368], [-5.259, 1.936, -0.726], [-3.610, 2.887, 0.916], [-4.897, 0.796, 1.484], [7.539, 2.243, -1.046], [7.252, 0.893, 0.054], [6.631, 2.504, 0.444], [5.107, 2.362, -1.561], [5.759, 0.746, -1.908], [4.410, 2.357, 1.163], [3.156, 1.109, 1.258], [2.093, 3.103, 0.442], [3.319, 3.369, -0.795], [2.217, 1.989, -0.926], [4.868, -2.215, 1.875], [2.814, -3.291, 2.979], [-0.273, -1.404, 0.932], [-0.850, 0.384, -1.333], [-1.286, -1.677, -2.351], [-2.866, -1.014, -1.916], [-1.349, -3.138, -0.331], [-2.009, -3.967, -2.566], [-2.976, -4.736, -1.309], [-3.670, -3.443, -2.287], [-4.232, -2.157, -0.117], [-3.555, -3.521, 0.773], [-2.962, -1.895, 1.083], [-5.680, 1.019, -1.131], [-6.061, 2.544, -0.319], [-4.776, 2.479, -1.533], [-4.381, 3.524, 1.340], [-3.105, 3.426, 0.118], [-2.886, 2.648, 1.691], [-5.310, -0.128, 1.085], [-4.169, 0.553, 2.253], [-5.700, 1.376, 1.931]], "forces_ev_per_a": [[-0.2, -0.1, -0.1], [0.3, -0.1, -0.1], [0.0, 0.0, -0.1], [-0.3, 0.3, 0.1], [0.1, -0.1, 0.0], [0.0, 0.1, 0.0], [0.2, -0.2, 0.0], [-0.6, -0.1, -0.2], [0.0, 0.2, -0.1], [0.0, -0.1, 0.1], [-0.3, -0.1, 0.1], [1.0, 0.0, 0.2], [-0.3, -0.1, 0.0], [0.2, 0.0, -0.2], [-0.3, 0.0, 0.1], [0.0, 0.1, -0.3], [0.2, -0.1, 0.2], [-0.2, 0.0, -0.2], [0.2, 0.1, 0.2], [0.3, -0.1, -0.1], [0.6, -0.1, 0.1], [-0.1, 0.0, 0.0], [-0.2, 0.0, -0.3], [-0.4, 0.4, 0.4], [0.4, -0.2, 0.2], [0.1, -0.3, -0.1], [0.3, 0.0, -0.2], [0.1, 0.1, 0.0], [0.1, -0.1, 0.0], [0.0, 0.1, 0.1], [0.0, -0.1, 0.0], [-0.1, 0.2, 0.0], [-0.1, -0.1, 0.0], [0.1, 0.1, 0.0], [-0.1, 0.1, 0.1], [0.0, 0.1, 0.0], [0.0, 0.1, 0.0], [-0.1, 0.0, 0.0], [0.1, -0.1, 0.2], [0.1, 0.0, 0.0], [-0.1, -0.1, 0.2], [0.0, 0.1, 0.0], [0.0, 0.0, -0.1], [0.0, 0.0, 0.0], [0.1, 0.0, -0.1], [-0.1, -0.1, 0.0], [-0.1, 0.0, -0.1], [-0.1, 0.1, 0.0], [-0.1, -0.1, 0.1], [-0.1, 0.1, 0.2], [-0.1, -0.1, 0.0], [-0.1, 0.1, 0.1], [0.0, 0.1, -0.1], [-0.1, 0.1, 0.0], [0.0, 0.1, -0.1], [0.0, 0.0, 0.0], [-0.1, -0.1, 0.0], [0.0, 0.0, 0.1], [-0.1, 0.1, 0.0]], "lowdin_charge": [-0.065, -0.192, -0.056, -0.192, -0.067, -0.403, 0.068, -0.099, 0.139, -0.165, 0.118, -0.148, -0.411, 0.058, 0.120, -0.192, -0.107, -0.422, -0.079, -0.059, -0.460, 0.110, 0.033, -0.560, -0.019, -0.016, -0.017, 0.073, 0.075, 0.064, 0.112, 0.122, 0.116, 0.116, 0.077, 0.064, 0.054, 0.168, 0.120, 0.130, 0.163, 0.125, 0.123, 0.132, 0.076, 0.075, 0.081, 0.082, 0.082, 0.069, 0.087, 0.089, 0.088, 0.090, 0.093, 0.081, 0.083, 0.082, 0.091], "charge": 0, "e_tot_ev": -34375.1250, "smiles": "CCN(CC)C(=O)c1[nH]cnc1C(=O)N[C@@H](CC(C)C)C(=O)OC(C)(C)C", "homo_lumo_gap_ev": 9.80, "relative_energy_kj_mol": 4.4, "lumo_ha": 0.028}

=====

no.,maximum force (eV Å⁻¹)
1,1.3
2,0.7
3,2.2
4,1.0